(1)
ORCA calculation (the ωB97M-V functional and the def2-TZVPD basis) on a 2-piece molecular cluster, C4H13N2O overall in a non-equilibrium geometry.

```
20
C4H13N2O, DFT the ωB97M-V functional and the def2-TZVPD basis
C -0.45 2.04 -1.33
C -0.05 0.56 -1.28
C 0.49 0.12 0.06
C 1.78 -0.16 0.26
N 2.36 -0.70 1.38
N -0.56 -0.04 1.10
H 0.28 2.59 -0.73
H -1.46 2.25 -0.97
H -0.46 2.45 -2.34
H -0.97 -0.03 -1.42
H 0.54 0.31 -2.16
H 2.48 0.00 -0.54
H 1.93 -1.03 2.23
H 3.31 -0.97 1.26
H -1.34 0.58 0.99
H -0.98 -1.00 0.89
H -0.05 0.00 1.97
H -2.38 -3.01 0.55
H -2.57 -1.71 -0.19
O -1.90 -2.26 0.24
```

Its multiplicity is 1. Its total charge is +1. The HOMO energy comes out at -12.3 eV.

Löwdin analysis output, partial charges in e: C -0.09; C -0.21; C -0.27; C -0.12; N 0.09; N 0.23; H 0.08; H 0.07; H 0.08; H 0.10; H 0.12; H 0.14; H 0.10; H 0.10; H 0.16; H 0.12; H 0.16; H 0.07; H 0.08; O -0.01

(2)
ORCA calculation (the ωB97M-V functional and the def2-TZVPD basis) on a 2-piece molecular cluster, C4H13N2O overall in a non-equilibrium geometry.

```
20
C4H13N2O, DFT the ωB97M-V functional and the def2-TZVPD basis
C 1.00 0.02 -1.25
C 1.12 0.46 0.17
C 1.17 -0.69 1.11
C -0.50 -2.18 1.61
N 0.36 -1.80 0.69
N -0.54 -0.25 -1.34
H 1.59 -0.87 -1.55
H 1.20 0.92 -2.00
H 2.10 1.12 0.23
H 0.26 1.19 0.32
H 2.14 -1.20 1.31
H 0.96 -0.16 2.12
H -0.58 -1.55 2.48
H -1.44 -2.79 1.44
H -1.02 0.73 -1.20
H -0.73 -0.50 -2.36
H -0.38 -0.90 -0.60
H -1.98 3.14 -1.04
H -2.75 2.90 0.20
O -1.98 2.40 -0.32
```

As for the expectation value of S²: 0.762. Its multiplicity is 2. Its total charge is +2. The HOMO energy (spin up / spin down) comes out at -18.8 / -18.8 eV.

Löwdin analysis output, partial charges in e: C -0.14; C -0.19; C -0.17; C 0.23; N 0.18; N 0.18; H 0.15; H 0.19; H 0.20; H 0.14; H 0.18; H 0.23; H 0.13; H 0.17; H 0.17; H 0.21; H 0.06; H 0.11; H 0.14; O -0.15

(3)
ORCA calculation (the ωB97M-V functional and the def2-TZVPD basis) on a 2-piece molecular cluster, C4H13N2O2 overall in a non-equilibrium geometry.

```
21
C4H13N2O2, DFT the ωB97M-V functional and the def2-TZVPD basis
N -1.20 1.67 -2.40
C -1.18 0.18 -2.54
C -1.24 -0.45 -1.13
N -0.18 -0.04 -0.20
C 0.48 -1.02 0.64
C 0.35 -0.65 2.10
O 0.15 -1.90 2.79
H -0.37 1.94 -1.91
H -2.19 1.85 -2.30
H -1.99 -0.09 -3.16
H -0.20 -0.18 -3.03
H -1.35 -1.54 -1.18
H -2.18 -0.02 -0.70
H -0.29 0.83 0.25
H 1.58 -1.13 0.23
H -0.03 -2.00 0.37
H 1.09 -0.14 2.73
H -0.53 -0.05 2.33
H 2.16 0.76 0.47
H 2.68 1.59 1.61
O 2.45 1.70 0.72
```

Its multiplicity is 1. Its total charge is -1. The HOMO energy comes out at -2.1 eV.

Löwdin analysis output, partial charges in e: N -0.02; C -0.29; C -0.24; N -0.11; C -0.27; C -0.46; O -0.47; H 0.05; H 0.05; H 0.07; H 0.12; H 0.10; H 0.11; H 0.07; H 0.11; H 0.11; H 0.07; H 0.07; H 0.04; H -0.02; O -0.09

(4)
ORCA calculation (the ωB97M-V functional and the def2-TZVPD basis) on a 2-piece molecular cluster, C4H13N2O2 overall in a non-equilibrium geometry.

```
21
C4H13N2O2, DFT the ωB97M-V functional and the def2-TZVPD basis
O -0.57 -0.26 1.97
C 0.38 0.13 1.34
N 1.33 1.07 1.70
C 2.77 0.98 1.39
C 0.51 -0.42 -0.10
N -0.86 -0.51 -0.68
C -1.09 -1.81 -1.33
H 1.11 1.45 2.61
H 3.07 2.03 1.38
H 3.29 0.56 2.25
H 2.96 0.50 0.42
H 1.17 0.25 -0.68
H 1.06 -1.36 -0.03
H -0.97 0.33 -1.33
H -1.50 -0.51 0.12
H -2.07 -1.99 -1.82
H -1.06 -2.67 -0.66
H -0.37 -2.06 -2.14
H -2.95 1.92 -2.05
H -3.55 1.05 -1.01
O -2.67 1.32 -1.34
```

Its multiplicity is 1. Its total charge is +1. The HOMO energy comes out at -13.7 eV.

Löwdin analysis output, partial charges in e: O 0.10; C -0.46; N 0.02; C -0.05; C -0.06; N 0.00; C -0.03; H 0.15; H 0.10; H 0.09; H 0.09; H 0.13; H 0.14; H 0.18; H 0.15; H 0.11; H 0.11; H 0.12; H 0.07; H 0.08; O -0.05

(5)
ORCA calculation (the ωB97M-V functional and the def2-TZVPD basis) on a 2-piece molecular cluster, C4H13N2O2 overall in a non-equilibrium geometry.

```
21
C4H13N2O2, DFT the ωB97M-V functional and the def2-TZVPD basis
C 1.72 -1.90 0.32
C -2.38 -0.77 -0.38
C -0.57 0.68 -0.14
C 1.92 0.44 0.46
N -1.43 1.84 0.43
N 2.11 -0.65 -0.17
O 2.45 1.55 0.04
O -1.30 -0.42 0.42
H 0.64 -1.83 0.39
H 1.95 -2.63 -0.45
H 2.22 -2.13 1.36
H -3.10 -1.60 0.09
H -2.03 -1.20 -1.40
H -2.96 0.13 -0.77
H -0.59 0.81 -1.23
H 1.81 0.55 1.54
H -1.31 1.75 1.40
H -2.50 1.53 0.14
H -1.52 2.89 0.10
H 2.20 -0.64 -1.20
H 2.65 1.58 -0.96
```

Its multiplicity is 1. Its total charge is +1. The HOMO energy comes out at -11.5 eV.

Löwdin analysis output, partial charges in e: C -0.05; C -0.17; C -0.22; C -0.26; N 0.11; N -0.03; O 0.09; O -0.25; H 0.07; H 0.10; H 0.15; H 0.14; H 0.11; H 0.08; H 0.09; H 0.17; H 0.11; H 0.18; H 0.21; H 0.18; H 0.19

(6)
ORCA calculation (the ωB97M-V functional and the def2-TZVPD basis) on a 2-piece molecular cluster, C4H13N2O2 overall.

```
21
C4H13N2O2, DFT the ωB97M-V functional and the def2-TZVPD basis
N -2.40 1.08 2.75
C -1.96 0.45 1.64
O -2.13 1.10 0.46
O -1.46 -0.66 1.67
H -2.49 0.51 3.57
H -3.08 1.82 2.65
H -2.09 2.04 0.65
C 1.66 0.58 -0.09
C 0.78 -0.18 -1.08
C 1.59 -0.62 -2.29
N 0.22 -1.42 -0.41
H 1.20 0.72 0.89
H 2.59 0.02 0.02
H 1.91 1.54 -0.53
H -0.09 0.38 -1.40
H 2.36 -1.31 -1.94
H 2.05 0.22 -2.81
H 1.00 -1.16 -3.04
H -0.44 -1.16 0.38
H -0.25 -2.00 -1.10
H 1.00 -1.95 -0.01
```

Its multiplicity is 1. Its total charge is +1. The HOMO energy comes out at -14.8 eV.

Löwdin analysis output, partial charges in e: N 0.20; C -0.62; O 0.12; O 0.05; H 0.13; H 0.13; H 0.12; C -0.03; C -0.40; C -0.05; N 0.20; H 0.08; H 0.09; H 0.10; H 0.14; H 0.09; H 0.10; H 0.09; H 0.11; H 0.17; H 0.17

(7)
ORCA calculation (the ωB97M-V functional and the def2-TZVPD basis) on a 2-piece molecular cluster, C4H13N2O2 overall in a non-equilibrium geometry.

```
21
C4H13N2O2, DFT the ωB97M-V functional and the def2-TZVPD basis
N -1.12 1.22 -1.82
C -0.08 1.84 -0.93
C 0.15 0.87 0.27
N -1.07 0.24 0.78
C -0.71 -0.99 1.54
C -0.56 -2.03 0.48
O -0.53 -1.74 -0.69
H -2.05 1.63 -1.78
H -1.39 0.20 -1.36
H -0.61 1.11 -2.72
H 0.76 2.06 -1.49
H -0.37 2.88 -0.61
H 0.59 1.57 0.96
H 0.90 0.23 -0.19
H -1.52 0.98 1.25
H 0.18 -1.09 2.27
H -1.45 -1.25 2.15
H -0.81 -3.09 0.83
H 3.04 -0.24 -0.25
H 4.16 -0.10 0.79
O 3.15 0.08 0.61
```

As for the expectation value of S²: 0.756. Its multiplicity is 2. Its total charge is +2. The HOMO energy (spin up / spin down) comes out at -18.0 / -18.0 eV.

Löwdin analysis output, partial charges in e: N 0.19; C -0.10; C -0.16; N 0.07; C -0.04; C -0.05; O 0.21; H 0.18; H 0.20; H 0.19; H 0.12; H 0.17; H 0.16; H 0.11; H 0.15; H 0.23; H 0.11; H 0.23; H -0.02; H 0.14; O -0.07

(8)
ORCA calculation (the ωB97M-V functional and the def2-TZVPD basis) on a 2-piece molecular cluster, C4H13N2OS overall in a non-equilibrium geometry.

```
21
C4H13N2OS, DFT the ωB97M-V functional and the def2-TZVPD basis
C -1.29 -1.06 0.11
N 0.14 -1.40 0.33
C 1.05 -1.52 -0.82
N 0.78 -0.31 -1.76
C -1.78 -0.25 1.34
C -1.79 1.26 1.29
S -0.13 2.02 1.23
H -1.43 -0.44 -0.75
H -1.79 -2.00 -0.07
H 0.48 -0.77 1.03
H 0.84 -2.40 -1.36
H 2.07 -1.42 -0.35
H 1.55 -0.23 -2.32
H 0.62 0.57 -1.15
H -1.30 -0.68 2.18
H -2.81 -0.59 1.54
H -2.50 1.67 0.51
H -2.16 1.76 2.19
H 2.82 1.66 -0.50
H 3.56 2.50 -1.28
O 3.09 1.61 -1.38
```

Its multiplicity is 1. Its total charge is -1. The HOMO energy comes out at -2.6 eV.

Löwdin analysis output, partial charges in e: C -0.24; N -0.10; C -0.25; N -0.02; C -0.32; C -0.76; S 0.12; H 0.08; H 0.09; H 0.03; H 0.07; H 0.11; H -0.03; H 0.03; H 0.08; H 0.09; H 0.06; H 0.00; H -0.03; H 0.08; O -0.09

(9)
ORCA calculation (the ωB97M-V functional and the def2-TZVPD basis) on a 2-piece molecular cluster, C4H13N2OS overall in a non-equilibrium geometry.

```
21
C4H13N2OS, DFT the ωB97M-V functional and the def2-TZVPD basis
N 2.15 -0.99 0.20
C 0.92 -0.26 0.42
C 0.57 0.37 -0.93
S -0.26 -1.04 -1.85
C 0.94 0.73 1.67
N -0.46 1.12 1.83
C -1.49 0.11 2.26
H 1.97 -1.79 -0.28
H 3.00 -0.63 0.05
H 0.19 -1.10 0.57
H -0.09 1.24 -0.93
H 1.43 0.55 -1.56
H 1.52 1.69 1.50
H 1.40 0.32 2.59
H -0.68 1.55 0.90
H -2.39 0.73 2.40
H -1.33 -0.51 3.21
H -1.54 -0.60 1.43
H -2.06 0.12 -5.00
H -1.74 -0.77 -3.75
O -2.05 -0.84 -4.74
```

As for the expectation value of S²: 0.753. Its multiplicity is 2. Its total charge is 0. The HOMO energy (spin up / spin down) comes out at -8.6 / -8.6 eV.

Löwdin analysis output, partial charges in e: N 0.05; C -0.48; C -0.48; S 0.74; C -0.18; N -0.16; C -0.10; H 0.01; H 0.03; H 0.09; H 0.05; H 0.06; H 0.13; H 0.11; H 0.09; H 0.07; H 0.10; H 0.05; H 0.05; H -0.05; O -0.16

(10)
ORCA calculation (the ωB97M-V functional and the def2-TZVPD basis) on a 2-piece molecular cluster, C4H13N2S overall in a non-equilibrium geometry.

```
20
C4H13N2S, DFT the ωB97M-V functional and the def2-TZVPD basis
C 3.04 -0.16 -0.51
N -0.42 0.58 0.33
C -1.56 -0.22 0.74
C -2.43 0.50 1.83
S -3.88 -0.49 2.25
C 2.22 -0.70 -1.67
N 1.09 0.14 -1.94
H 4.07 -0.51 -0.46
H 3.09 0.92 -0.59
H -0.64 1.57 0.46
H -1.17 -1.15 1.11
H -2.19 -0.39 -0.14
H -1.90 0.54 2.79
H -2.77 1.48 1.49
H -4.87 0.37 1.89
H 1.75 -1.68 -1.45
H 2.82 -0.83 -2.58
H 0.70 0.06 -2.89
H 0.47 0.36 -1.11
H 2.58 -0.38 0.45
```

As for the expectation value of S²: 1.760. Its multiplicity is 2. Its total charge is +2. The HOMO energy (spin up / spin down) comes out at -19.0 / -19.1 eV.

Löwdin analysis output, partial charges in e: C -0.05; N 0.14; C -0.29; C -0.43; S 1.20; C -0.22; N 0.27; H 0.10; H 0.09; H 0.10; H 0.12; H 0.14; H 0.11; H 0.10; H -0.01; H 0.17; H 0.15; H 0.16; H 0.07; H 0.08

Please write out number 1 again, unchanged.
ORCA calculation (the ωB97M-V functional and the def2-TZVPD basis) on a 2-piece molecular cluster, C4H13N2O overall in a non-equilibrium geometry.

```
20
C4H13N2O, DFT the ωB97M-V functional and the def2-TZVPD basis
C -0.45 2.04 -1.33
C -0.05 0.56 -1.28
C 0.49 0.12 0.06
C 1.78 -0.16 0.26
N 2.36 -0.70 1.38
N -0.56 -0.04 1.10
H 0.28 2.59 -0.73
H -1.46 2.25 -0.97
H -0.46 2.45 -2.34
H -0.97 -0.03 -1.42
H 0.54 0.31 -2.16
H 2.48 0.00 -0.54
H 1.93 -1.03 2.23
H 3.31 -0.97 1.26
H -1.34 0.58 0.99
H -0.98 -1.00 0.89
H -0.05 0.00 1.97
H -2.38 -3.01 0.55
H -2.57 -1.71 -0.19
O -1.90 -2.26 0.24
```

Its multiplicity is 1. Its total charge is +1. The HOMO energy comes out at -12.3 eV.

Löwdin analysis output, partial charges in e: C -0.09; C -0.21; C -0.27; C -0.12; N 0.09; N 0.23; H 0.08; H 0.07; H 0.08; H 0.10; H 0.12; H 0.14; H 0.10; H 0.10; H 0.16; H 0.12; H 0.16; H 0.07; H 0.08; O -0.01

Q: Which value of total charge does entry 5 give?
A: +1

Please write out number 9 again, unchanged.
ORCA calculation (the ωB97M-V functional and the def2-TZVPD basis) on a 2-piece molecular cluster, C4H13N2OS overall in a non-equilibrium geometry.

```
21
C4H13N2OS, DFT the ωB97M-V functional and the def2-TZVPD basis
N 2.15 -0.99 0.20
C 0.92 -0.26 0.42
C 0.57 0.37 -0.93
S -0.26 -1.04 -1.85
C 0.94 0.73 1.67
N -0.46 1.12 1.83
C -1.49 0.11 2.26
H 1.97 -1.79 -0.28
H 3.00 -0.63 0.05
H 0.19 -1.10 0.57
H -0.09 1.24 -0.93
H 1.43 0.55 -1.56
H 1.52 1.69 1.50
H 1.40 0.32 2.59
H -0.68 1.55 0.90
H -2.39 0.73 2.40
H -1.33 -0.51 3.21
H -1.54 -0.60 1.43
H -2.06 0.12 -5.00
H -1.74 -0.77 -3.75
O -2.05 -0.84 -4.74
```

As for the expectation value of S²: 0.753. Its multiplicity is 2. Its total charge is 0. The HOMO energy (spin up / spin down) comes out at -8.6 / -8.6 eV.

Löwdin analysis output, partial charges in e: N 0.05; C -0.48; C -0.48; S 0.74; C -0.18; N -0.16; C -0.10; H 0.01; H 0.03; H 0.09; H 0.05; H 0.06; H 0.13; H 0.11; H 0.09; H 0.07; H 0.10; H 0.05; H 0.05; H -0.05; O -0.16